*one*
Here is C5H6FNO in the gas phase from OMol25. Energies are from ωB97M-V/def2-TZVPD.

Properties
* HOMO energy (spin up / spin down): -8.66 / -8.76 eV
* Kohn-Sham gap (spin up / spin down): 8.535 / 8.022 eV

ORCA input file:
```
! RIJCOSX wB97M-V def2-TZVPD def2/J DEFGRID3
* xyz 0 1
C 1.9817 -1.8811 0.5133
C -0.4425 1.3336 -0.5193
C -0.7792 -0.1648 -0.9363
C 0.6631 -1.4969 0.3754
C -0.1372 1.4149 0.9407
N 3.1022 -2.0388 0.7718
O 0.3313 -1.0556 -0.9230
F -1.2190 1.0262 1.6702
H 0.3092 1.5631 -1.3544
H -1.5046 1.8766 -0.7613
H -1.7014 -0.5538 -0.3073
H -1.0497 -0.2756 -2.0111
H -0.0856 -1.9040 1.1584
H 0.5316 2.1563 1.3829
*
```

Here are the natural (NBO) charges for atoms 1 to 2, given in e: atom 1 (C): 0.157, atom 2 (C): -0.555


*two*
Here is C5H6FNO in the gas phase from OMol25. Energies are from ωB97M-V/def2-TZVPD.

Properties
* HOMO energy: -8.23 eV
* SMILES: N[C@H]1[C@H]2OC=C(F)[C@@H]12
* Kohn-Sham gap: 9.167 eV

ORCA input file:
```
! RIJCOSX wB97M-V def2-TZVPD def2/J DEFGRID3
* xyz 0 1
N 0.7600 -1.2305 -1.0667
C 0.8458 -0.7718 0.2727
C 0.8721 0.7955 0.5183
O 0.3811 1.6882 -0.4045
C -0.9261 1.3850 -0.6099
C -1.3484 0.3557 0.2312
F -2.3308 -0.6016 -0.0022
C -0.2802 -0.0505 1.1195
H 0.0488 -2.1366 -0.9674
H 0.5207 -0.5693 -1.8738
H 1.5508 -1.5063 0.8525
H 1.4237 1.1762 1.3767
H -1.1974 1.7961 -1.6640
H -0.3200 -0.3300 2.2176
*
```

Here are the natural (NBO) charges for atoms 1 to 2, given in e: atom 1 (N): -0.852, atom 2 (C): -0.064


Which one is the most stable? From the structures above, *two*.